# 1
Density functional theory data (ωB97M-V with the def2-TZVPD basis set) for a structure of composition C39H32IrN5O6S in a non-equilibrium geometry.

HOMO energy (spin up / spin down): -6.77 / -6.77 eV
Kohn-Sham gap (spin up / spin down): 5.40 / 5.44 eV
Energy: -2732.82598 hartree
E_LUMO (spin up / spin down): -1.37 / -1.34 eV
M: 891.00 u

Atoms and positions in Å:
Ir 0.47617 1.12983 0.25181
C -1.44324 3.76069 2.88670
O -1.51296 4.39025 1.56128
C -0.71865 3.65916 0.78663
N 0.04288 2.79806 1.35117
C -0.29708 2.72722 2.76824
C -0.66702 1.29170 2.98939
C 0.27221 0.90621 5.27841
C 0.85081 -0.39247 5.58992
C 1.00449 -1.46305 4.66453
C 0.69808 -1.65358 3.35298
C 0.32819 -0.83566 2.11845
C -0.80915 3.65560 -0.67004
C -1.39868 4.62078 -1.44498
C -1.38433 4.43991 -2.83068
C -0.76609 3.33634 -3.36690
C -0.19629 2.38813 -2.50662
N -0.24743 2.53423 -1.18423
C 0.46350 1.23145 -3.06777
N 0.87209 0.13679 -2.47533
C 1.40057 -0.80964 -3.50875
C 1.08512 -0.04611 -4.79971
O 0.72829 1.28779 -4.37218
C 2.84983 -1.13435 -3.26146
C 3.68669 -0.25623 -2.58413
C 5.01657 -0.58740 -2.37139
C 5.51547 -1.79302 -2.84129
C 4.68442 -2.66529 -3.52847
C 3.35335 -2.33984 -3.73461
H -2.41329 3.30739 3.08119
H -1.24150 4.54383 3.61079
H 0.54281 3.03730 3.38931
H -0.08886 1.40600 6.17735
H 1.26549 -0.51874 6.58154
H 1.45627 -2.34306 5.11244
H 0.97375 -2.65347 3.02757
H 0.06617 -1.59728 1.39020
H -1.86099 5.48051 -0.98137
H -1.85968 5.16420 -3.47742
H -0.72573 3.16188 -4.43052
H 0.76344 -1.69147 -3.49754
H 0.22473 -0.48062 -5.30667
H 1.94744 0.03495 -5.45448
H 3.30232 0.68253 -2.20088
H 5.65941 0.09126 -1.82598
H 6.54880 -2.05893 -2.66129
H 5.06792 -3.61116 -3.88762
H 2.69751 -3.03373 -4.24854
C -6.09938 -3.45092 0.61727
C -5.08000 -2.82834 -0.29643
C -4.64554 -1.51820 -0.10478
C -3.70235 -0.95056 -0.94757
C -3.17975 -1.67869 -2.00725
C -3.60086 -2.98511 -2.20681
C -4.54751 -3.54732 -1.36386
S -1.76528 -1.02533 -2.91414
O -2.17126 0.38433 -3.25051
O -1.66978 -1.92946 -4.09905
N 0.70314 -0.22554 -1.17810
C 0.97805 -1.61457 -0.88436
C 2.23137 -1.84042 -0.05629
O 2.98327 -2.74628 -0.28991
O 2.50063 -1.00026 0.95551
H -6.29369 -2.81725 1.48286
H -5.76350 -4.42382 0.98043
H -7.04920 -3.60836 0.10166
H -5.05790 -0.93850 0.71477
H -3.37444 0.07377 -0.80059
H -3.17799 -3.53958 -3.03613
H -4.87850 -4.56690 -1.53317
H 1.06329 -2.24947 -1.75394
H 0.11137 -2.00116 -0.34476
N 2.71012 2.75273 6.80793
C 2.22590 2.17445 5.93497
C 1.59008 1.45394 4.88121
C 2.40244 1.29466 3.69137
C 2.37956 0.72387 2.46358
C 1.51496 -0.10380 1.55945
C -0.67514 0.32774 1.80948
C -0.70786 0.70969 4.18063
H 3.34359 1.81641 3.83587
H 3.30942 0.90837 1.93280
H -1.65905 0.00452 1.46163
H -1.16207 -0.27350 4.20719

# 2
Density functional theory data (ωB97M-V with the def2-TZVPD basis set) for a cluster of 2 separate species, C4H10NO3 in total in a non-equilibrium geometry.

HOMO energy: -13.75 eV
Kohn-Sham gap: 10.68 eV
Energy: -438.60338 hartree
E_LUMO: -3.06 eV
M: 120.13 u
Charge: +1

Atoms and positions in Å:
C -2.55692 -0.33258 1.15814
C -1.81164 -0.52448 -0.13394
C 3.24351 -0.44287 0.07614
C -0.96218 0.39652 -0.47703
N -0.02494 0.31673 -1.60244
O 2.06271 -0.30341 -0.14888
O 3.91509 -0.25630 1.11558
O -0.46449 1.43298 0.28286
H -3.38304 0.28310 0.85239
H -2.77712 -1.26176 1.60432
H -2.03519 -1.41117 -0.79551
H 3.83919 -0.85267 -0.74644
H 0.17349 1.24262 -1.88184
H -0.33321 -0.29000 -2.43621
H 0.82606 0.08200 -1.27948
H -1.89225 0.27365 1.70478
H 3.35369 -0.20202 1.92328
H -1.17275 1.84968 0.78431

# 3
Density functional theory data (ωB97M-V with the def2-TZVPD basis set) for a cluster of 2 separate species, C8H16Cl2OSi in total in a non-equilibrium geometry.

HOMO energy: -8.36 eV
Kohn-Sham gap: 7.03 eV
Energy: -1599.41997 hartree
E_LUMO: -1.33 eV
M: 227.21 u

Atoms and positions in Å:
C 0.34400 1.85026 0.03138
C -0.99472 2.19044 -0.02980
C -1.74476 2.79015 1.07898
C -1.82153 1.59469 -1.21556
C 0.00313 -2.71224 -1.22669
C 0.51512 -3.12153 1.68703
C 1.08107 0.95183 -0.65978
C 2.60706 0.81889 -0.56892
O 0.68602 -0.63709 0.71497
Si -0.27214 -1.81095 0.39147
Cl 3.18334 1.13267 1.09116
Cl 3.10106 -0.73590 -1.20902
H 0.86150 2.27637 0.86309
H -1.25813 2.57769 1.99297
H -2.80936 2.33984 1.08204
H -1.96070 3.93265 0.93877
H -2.35832 2.50817 -1.54813
H -1.22352 1.11450 -1.96198
H -2.52322 0.97875 -0.72955
H -0.72118 -2.48341 -1.97687
H 0.92803 -2.31405 -1.65681
H -0.00150 -3.71058 -1.11222
H 0.25224 -4.14386 1.71203
H 1.61728 -3.22695 1.33745
H 0.47412 -2.75929 2.66284
H 0.54968 0.38722 -1.41761
H 3.19293 1.55072 -1.22969
H -1.70750 -1.33898 0.95844